15
Properties=species:S:1:pos:R:3 method="wB97M-V/def2-TZVPD" total_energy_ev=-20677.5168 lumo_energy_ev=-3.66 de_lowest_kj_mol=503.6 homo_lumo_gap_ev=6.40 molar_mass_g_mol=133.172
O -1.25675 -0.86869 1.46886
O -0.19719 -2.27329 -2.95907
N -1.04014 -1.47994 -0.79324
S 2.94134 1.09505 -0.54290
C 0.30622 1.28068 1.71359
H -1.61299 -2.38663 -0.56142
H 0.10529 -0.39584 -2.26945
H -0.63347 1.38971 -0.32432
C -0.79255 -0.63796 0.35265
C 0.01088 0.70041 0.25346
C -0.29986 -1.42987 -2.13331
H 0.99592 0.75123 -0.31632
H 1.01769 0.59914 2.23141
H 0.91788 2.16625 1.43872
H -0.46226 1.48975 2.44133

49
Properties=species:S:1:pos:R:3 method="wB97M-V/def2-TZVPD" total_charge=+2 total_energy_ev=-43297.5010 lumo_energy_ev="-8.08 / -8.08" de_lowest_kj_mol=173.1 homo_lumo_gap_ev="6.23 / 6.23" molar_mass_g_mol=560.712
S 0.26396 0.90494 2.80656
H -1.90872 1.58339 1.96139
N -1.41890 0.66291 -0.53586
N 2.00395 -1.15997 3.00215
C 1.79751 -1.49797 -1.65274
C -0.45661 0.38815 -4.09197
C -5.06250 0.84698 -0.13694
H -3.72447 0.37940 -1.74102
C 1.47096 -0.02771 3.52089
C 3.76837 -2.86763 3.67891
C -5.17644 1.23310 1.19631
H -0.52241 -0.98259 -2.44126
C -1.66312 2.21373 -2.37496
O 0.91488 -1.93680 -0.87832
N 2.11815 0.13235 4.66907
H 2.38890 -1.95163 1.23059
C -1.38188 2.57142 -3.67970
H 1.19673 1.43795 -1.31542
C 2.54899 -0.24334 -1.29810
C -0.76517 1.67047 -4.53784
H -5.94992 0.65686 -0.72474
C -3.82238 0.69608 -0.71119
H -0.02319 -0.33214 -4.77287
H 4.46452 -2.76816 2.84414
H 3.00709 0.20177 -2.18246
H 3.11463 -3.72135 3.49421
H 1.64219 -2.99690 -3.01008
N 3.03933 -0.84321 4.89330
C -0.71194 0.02673 -2.78413
C 1.64084 0.75967 -0.58615
H 2.85092 -1.81620 -3.37195
C -4.02969 1.47514 1.95072
H -0.53729 1.95962 -5.55452
C -2.64733 0.90429 0.05143
H -4.11761 1.81243 2.97430
H -1.63677 3.56454 -4.02358
H 2.21464 1.35218 0.12735
N 1.58562 -1.65617 1.77755
N 2.11643 -2.13975 -2.76469
Os 0.08606 -0.19241 0.47229
H 4.34347 -3.05082 4.58269
C 2.97620 -1.63603 3.88106
H 1.98494 0.86399 5.35126
C -1.28859 0.94797 -1.90266
H 3.36766 -0.55071 -0.63963
H -6.15328 1.36876 1.63985
H -2.11847 2.91791 -1.68991
C -2.78210 1.31413 1.39282
H 0.99182 -2.47538 1.90381

15
Properties=species:S:1:pos:R:3 method="wB97M-V/def2-TZVPD" total_energy_ev=-24396.2510 lumo_energy_ev=0.24 smiles="[O-][N+]#CCl.CC(=O)CO" de_lowest_kj_mol=369.7 homo_lumo_gap_ev=9.93 molar_mass_g_mol=151.549
O -2.09403 -2.58729 0.05313
O -0.75138 1.59283 0.54860
O 1.84055 1.73963 0.24350
H 3.19545 -0.22755 -0.69482
C 1.38144 0.65345 -0.01297
Cl -3.57163 1.02683 0.12326
C -2.68050 -0.33611 0.20817
N -2.57336 -1.49582 0.08686
H 1.72132 -1.11908 -1.17277
C 2.20116 -0.54195 -0.38692
H -0.04522 2.25858 0.65041
C -0.12737 0.43969 0.06667
H -0.30503 -0.40812 0.73784
H 2.29775 -1.18421 0.48767
H -0.48914 0.18913 -0.93862

14
Properties=species:S:1:pos:R:3 method="wB97M-V/def2-TZVPD" total_energy_ev=-8368.5354 lumo_energy_ev=0.60 de_lowest_kj_mol=457.9 homo_lumo_gap_ev=9.21 molar_mass_g_mol=88.106
C -0.07223 -0.25503 -1.59961
H 0.13342 0.74294 -2.00442
H -1.85612 0.52352 0.43592
H -1.09351 -0.53446 -1.88237
C 0.04762 -0.28595 -0.09414
O -0.59404 0.87023 1.96872
H 0.60265 -0.98563 -2.05563
C -0.80272 0.78566 0.58265
O 1.42476 -0.08059 0.39904
H 2.03155 -0.58159 -0.16706
H 0.08065 -1.40449 1.63922
H -0.62672 1.75604 0.08945
H 0.35308 1.01426 2.10235
C 0.37162 -1.56491 0.58589

40
Properties=species:S:1:pos:R:3 method="wB97M-V/def2-TZVPD" total_energy_ev=-91726.2863 lumo_energy_ev=0.51 de_lowest_kj_mol=43.8 homo_lumo_gap_ev=7.27 molar_mass_g_mol=410.003
C -1.24371 5.63756 -0.40954
H 3.68919 -1.52283 3.70740
C -0.61942 -3.08672 -1.16912
C 0.17171 3.78199 -0.85875
C 3.20467 -1.08068 2.84634
H 0.93954 -5.99882 -2.02973
H -3.89648 2.53649 -0.12168
C -0.72076 -4.75646 0.59896
H 0.16113 -6.65043 0.28595
H 4.93991 -1.16850 1.53145
H 1.14191 3.31202 -0.97096
N -0.98129 -3.52818 0.07772
N -0.88175 2.96094 -0.98283
C 3.90381 -0.88603 1.65021
H -3.34155 5.16222 -0.42153
C 0.03653 5.12649 -0.57825
C 1.20381 -0.12025 1.83142
H 1.31999 -0.83942 3.82634
H -1.46561 -2.83449 0.63454
H -1.39042 6.68390 -0.17105
H 0.91486 5.74929 -0.47976
H -3.89077 2.85950 -1.85096
O -2.89813 1.16054 -1.20793
C 1.89227 -0.70332 2.91860
S -0.45629 0.33086 1.93123
C -0.04522 -5.67470 -0.12583
C 0.11946 -4.05758 -1.92681
Cu -0.59834 1.05648 -0.22487
C 3.24142 -0.31754 0.60310
N 1.93945 0.06212 0.69133
H -2.51358 1.06838 -2.08747
H -1.08263 -4.92497 1.60232
C -3.27681 2.50537 -1.01750
C 0.38366 -5.29111 -1.42629
S -1.01627 -1.53958 -1.62182
O 1.42571 0.61030 -0.39317
H 3.67398 -0.11892 -0.36457
C -2.32850 4.79715 -0.54518
C -2.10563 3.45615 -0.84086
H 0.45012 -3.75722 -2.91048

30
Properties=species:S:1:pos:R:3 method="wB97M-V/def2-TZVPD" total_charge=+2 total_energy_ev=-24985.1377 lumo_energy_ev="-11.20 / -11.20" de_lowest_kj_mol=336.6 homo_lumo_gap_ev="4.97 / 4.97" molar_mass_g_mol=414.807
H -0.32426 -3.52428 2.31395
O -3.63941 0.38037 0.08476
C 0.24410 -2.67689 1.89179
H -3.30491 -2.48442 1.44083
O -0.24930 1.93036 3.29121
H 0.87161 -2.56276 -1.80624
H -2.43623 -3.61126 2.51076
H 0.55070 -2.93305 0.86038
H -2.19082 -0.52658 2.57822
C 3.02587 0.33982 -0.21275
C 1.42533 -2.29798 2.76674
H 1.99686 -1.46543 2.36179
C 0.25416 1.71391 2.25119
C -2.84177 -2.60603 2.40897
C -1.77551 -1.54001 2.66145
H 0.82899 -0.54325 -3.26693
H -1.33060 -1.65444 3.67680
C -0.05204 -2.32155 -2.39704
H 2.06704 -3.17918 2.83276
Hg 0.28995 0.57502 0.48608
H -3.60338 -2.46745 3.18248
O -0.68159 -1.56068 1.68618
H 1.10641 -2.04787 3.78030
C -0.06775 -1.19257 -3.22287
O 4.11013 0.63905 0.01788
O -0.07304 3.94147 -1.46590
H -0.89631 -0.47863 -3.14506
H -0.85914 -2.45689 -1.63613
C -2.58744 0.21517 -0.33038
C 0.00306 2.83521 -1.25470

19
Properties=species:S:1:pos:R:3 method="wB97M-V/def2-TZVPD" spin_multiplicity=2 total_charge=+2 total_energy_ev=-63843.5812 lumo_energy_ev="-9.05 / -12.78" de_lowest_kj_mol=157.2 homo_lumo_gap_ev="8.56 / 4.82" molar_mass_g_mol=187.855
H -0.19193 -0.64811 0.75351
C 1.06273 0.60966 -0.70302
H -2.72184 1.57223 -0.36335
H 0.75603 0.67470 1.51311
H 1.24773 -1.88914 -1.10124
C 0.11964 0.40335 0.66156
O -4.15597 -0.29913 0.98097
H 1.24961 1.69150 -0.69563
H 3.03754 -1.95906 -1.07150
H -2.67422 0.25436 2.24938
C -3.07599 0.18763 1.21142
Ga 3.55311 0.78306 -1.41601
C -2.17803 0.75051 0.12783
C 2.14728 -1.55655 -0.56699
O 2.25707 -0.13847 -0.49891
H 2.08140 -1.90551 0.47008
H 0.47735 0.22609 -1.55383
O -0.97943 1.27242 0.63735
H -2.01209 -0.02955 -0.63475